(1)
43
Properties=species:S:1:pos:R:3:forces:R:3:nbo_charge:R:1 method="wB97M-V/def2-TZVPD" total_charge=+1
O -0.091 1.286 3.387 0.50 -0.04 0.32 -0.535
C -0.381 2.447 3.263 -1.11 -0.50 -0.04 0.447
C -0.467 3.148 1.945 4.22 0.48 -0.84 -0.536
C -0.228 2.295 0.684 -3.53 -2.96 1.22 -0.426
C -1.570 1.431 0.521 -0.85 1.06 0.47 -0.239
N 0.065 -0.743 -0.534 -0.04 1.59 -0.23 -0.748
C -0.736 -0.870 0.519 1.69 0.44 -0.05 0.407
N -1.405 0.104 1.103 -1.56 -1.87 0.12 -0.545
H -0.863 3.027 4.099 0.77 -0.23 -0.16 0.128
H -1.349 3.706 2.096 -1.14 1.04 -0.95 0.238
H 0.450 3.822 1.843 -1.33 0.04 0.93 0.261
H -0.175 2.790 -0.277 1.03 0.46 0.26 0.232
H 0.429 1.411 0.930 0.46 1.75 -0.59 0.244
H -1.964 1.381 -0.498 0.75 -0.39 0.20 0.185
H -2.448 1.962 0.988 1.00 -0.74 0.08 0.229
H 0.055 -0.045 -1.286 -0.59 0.11 1.01 0.420
H 0.818 -1.377 -0.734 -0.23 -1.11 0.39 0.456
H -0.688 -1.838 1.043 -0.05 0.61 -0.33 0.243
H -1.984 -0.281 1.910 0.68 1.03 -0.94 0.475
H -2.208 2.447 -2.199 -0.70 0.02 -0.77 0.454
H -2.638 1.073 -1.946 -0.56 -0.49 -0.59 0.445
O -2.876 1.807 -2.524 1.04 0.47 0.80 -0.887
H 2.821 0.657 2.387 0.21 0.32 1.04 0.487
H 4.374 0.706 1.946 0.44 0.51 0.78 0.497
O 3.483 0.475 1.736 -0.89 -0.97 -1.71 -0.980
H 3.053 -3.075 -0.411 -0.41 0.22 0.05 0.496
H 3.102 -1.579 -0.631 0.09 0.22 0.02 0.497
O 2.498 -2.327 -0.690 0.51 -0.35 0.00 -0.976
H 2.655 1.454 -0.170 0.09 -0.31 0.56 0.469
H 2.950 2.580 -1.101 -0.07 0.73 -0.48 0.463
O 3.325 1.774 -0.772 0.09 -0.38 -0.20 -0.931
H -0.200 -3.201 -1.800 0.40 -0.90 -0.65 0.509
H -1.630 -3.538 -1.147 0.50 -0.35 -0.49 0.486
O -0.873 -2.944 -1.173 -1.16 0.14 0.82 -1.007
H -0.549 -2.281 -4.127 0.38 -0.31 -0.94 0.488
H 0.454 -1.264 -5.060 -0.31 -1.19 -0.11 0.504
O -0.182 -1.431 -4.359 -0.28 1.69 1.05 -0.987
H 2.120 -3.581 -2.611 0.77 0.96 -0.82 0.516
H 0.956 -3.482 -3.861 1.47 0.54 -0.25 0.500
O 1.283 -3.764 -3.011 -2.28 -1.47 1.13 -1.005
H -3.242 -2.112 3.234 -0.02 -0.18 -0.01 0.489
H -3.390 -0.747 3.884 0.24 -0.12 0.00 0.490
O -2.755 -1.302 3.407 -0.19 0.40 -0.15 -0.952

(2)
43
Properties=species:S:1:pos:R:3:forces:R:3:nbo_charge:R:1 method="wB97M-V/def2-TZVPD" total_charge=+1
O 0.109 -1.269 -1.336 -0.23 -0.52 -0.60 -0.500
C 0.863 -0.425 -1.697 1.07 2.40 0.96 0.447
C 1.809 0.309 -0.672 0.96 -0.73 -0.34 -0.165
C 1.318 1.608 -0.056 -2.17 0.84 0.23 -0.453
C -0.186 1.793 -0.331 0.77 0.70 0.45 -0.414
C -0.691 3.029 -0.473 -0.44 0.13 0.11 0.057
N -2.015 3.247 -0.753 -0.36 -1.20 0.18 -0.810
N 2.131 -0.705 0.398 1.22 0.50 0.02 -0.739
H 1.033 0.027 -2.693 -0.63 -0.64 -0.27 0.160
H 2.725 0.546 -1.224 0.05 -0.45 0.17 0.246
H 1.785 2.525 -0.424 0.47 -0.48 -0.39 0.247
H 1.508 1.687 1.019 0.14 -0.61 0.09 0.232
H -0.863 0.957 -0.301 -0.01 -0.36 -0.14 0.227
H -0.065 3.894 -0.309 0.07 0.24 -0.39 0.208
H -2.551 2.396 -0.705 -0.24 0.16 -0.26 0.373
H -2.569 4.069 -0.878 0.67 0.51 0.18 0.412
H 2.989 -1.221 0.190 -0.34 -0.31 -0.79 0.443
H 1.364 -1.408 0.565 0.06 0.18 -0.06 0.474
H 2.448 -0.244 1.264 -0.90 0.05 0.26 0.468
H 0.523 3.180 -3.512 -0.43 0.10 -0.25 0.476
H 0.959 2.362 -2.300 -0.43 0.17 -0.01 0.462
O 1.284 2.950 -2.987 0.75 -0.16 0.10 -0.942
H 1.829 -0.745 3.987 -0.34 0.04 0.05 0.517
H 1.623 -1.478 2.643 -0.27 -0.26 0.59 0.464
O 2.150 -0.809 3.087 1.16 -0.06 -0.80 -0.969
H -0.263 -2.601 1.655 -0.32 -0.59 -0.30 0.517
H 0.750 -3.650 1.022 -0.15 -0.11 0.28 0.489
O 0.341 -2.789 0.904 0.67 0.45 0.22 -0.979
H -3.803 0.298 -3.343 -0.16 0.04 -0.18 0.498
H -4.042 -0.801 -2.290 -0.25 -0.09 -0.53 0.475
O -3.452 -0.082 -2.537 0.14 -0.10 0.42 -0.962
H -0.724 -0.302 3.221 0.50 -0.26 -0.34 0.469
H -0.784 0.029 4.621 0.29 -0.06 0.68 0.480
O -0.153 -0.351 4.000 -1.38 0.48 0.04 -0.947
H 3.426 -2.989 -2.248 0.16 0.07 -0.13 0.491
H 2.074 -2.380 -1.951 -0.43 -0.32 -0.11 0.474
O 2.982 -2.141 -2.134 0.27 0.00 0.30 -0.957
H -2.327 -3.429 2.225 -0.01 -0.11 0.02 0.493
H -2.446 -1.918 2.052 0.07 -0.06 -0.23 0.500
O -1.859 -2.606 2.396 -0.22 0.31 0.22 -0.962
H -3.323 0.342 0.440 0.14 0.07 0.63 0.465
H -3.133 -0.499 -0.715 0.84 -0.26 0.12 0.489
O -2.771 -0.407 0.183 -0.77 0.31 -0.20 -0.955

(3)
41
Properties=species:S:1:pos:R:3:forces:R:3:nbo_charge:R:1 method="wB97M-V/def2-TZVPD" smiles=NCCCCNCN.O.O.O.O.O.O
N 1.683 2.217 0.643 0.97 0.12 0.32 -0.885
C 1.982 1.908 -0.768 -0.79 -0.31 0.98 -0.202
C 2.417 0.452 -0.922 0.04 0.41 -1.34 -0.421
C 1.400 -0.587 -0.441 -0.39 0.01 -0.63 -0.424
C 0.820 -1.332 -1.668 0.14 -0.82 1.41 -0.217
N 0.118 -2.587 -1.337 0.18 0.30 0.06 -0.660
C -1.242 -2.618 -1.860 -0.20 -0.32 1.15 -0.058
N -2.153 -1.903 -0.999 -0.38 0.51 -0.75 -0.854
H 1.938 3.153 0.942 0.02 0.08 -0.38 0.359
H 2.220 1.603 1.259 -0.30 0.17 -0.12 0.392
H 0.992 2.032 -1.223 0.22 -0.10 -0.73 0.151
H 2.687 2.543 -1.308 0.08 0.23 0.34 0.184
H 3.458 0.282 -0.639 -0.16 0.06 0.66 0.217
H 2.488 0.377 -2.017 -0.03 -0.33 0.00 0.199
H 1.786 -1.338 0.247 0.12 0.15 0.14 0.208
H 0.557 -0.052 0.000 0.09 -0.13 0.53 0.204
H 0.087 -0.641 -2.089 0.40 -0.04 -0.81 0.174
H 1.672 -1.635 -2.271 -0.09 0.63 -0.74 0.186
H 0.687 -3.361 -1.643 -0.20 -0.19 -0.10 0.362
H -1.285 -2.192 -2.870 -0.18 0.02 0.01 0.153
H -1.627 -3.638 -1.887 0.38 -0.13 -0.24 0.191
H -1.924 -0.930 -0.882 0.00 0.14 -0.15 0.358
H -2.324 -2.258 -0.071 0.15 -0.44 -0.18 0.366
O 2.740 0.184 2.587 -0.30 -0.46 0.42 -0.941
H 2.090 -0.494 2.352 0.06 0.07 -0.28 0.481
H 2.590 0.251 3.538 0.29 0.21 -0.01 0.472
O -0.506 1.403 2.820 -0.13 0.07 -0.01 -0.945
H 0.142 1.224 3.507 -0.06 -0.16 -0.06 0.459
H -0.845 0.543 2.541 0.07 -0.15 0.32 0.484
O -3.412 -0.140 0.659 0.31 -0.45 0.98 -0.971
H -2.885 0.575 0.293 -0.63 0.31 -0.38 0.491
H -4.311 -0.127 0.329 0.14 0.43 -0.32 0.483
O -2.181 1.400 -1.680 0.01 -0.15 0.28 -0.957
H -1.330 1.836 -1.797 -0.07 0.08 -0.15 0.484
H -2.272 0.745 -2.381 0.08 0.06 -0.07 0.480
O -0.879 -1.721 2.528 0.87 0.64 0.34 -0.976
H -0.987 -1.760 1.573 -0.43 -0.43 0.04 0.490
H -1.530 -2.234 3.008 -0.30 -0.09 -0.51 0.487
O -1.284 3.229 0.657 0.75 -0.39 -0.55 -0.935
H -1.251 2.284 0.449 -0.56 0.10 0.19 0.452
H -0.328 3.306 0.821 -0.21 0.29 0.32 0.479

(4)
41
Properties=species:S:1:pos:R:3:forces:R:3:nbo_charge:R:1 method="wB97M-V/def2-TZVPD" smiles=CNC[C@H](N)CCN.O.O.O.O.O.O
C 0.730 0.707 2.988 1.51 0.99 -0.81 -0.412
N 0.879 0.676 1.509 -0.51 0.09 0.41 -0.674
C -0.388 0.875 0.764 1.07 -0.80 0.08 -0.218
C -0.177 1.673 -0.508 -0.47 0.48 -1.83 -0.047
N -1.490 2.077 -0.964 0.11 -0.48 0.21 -0.876
C 0.542 0.852 -1.604 0.67 -0.63 1.08 -0.418
C -0.200 -0.349 -2.197 0.15 0.39 -0.03 -0.234
N 0.008 -0.444 -3.641 0.32 -0.17 -0.01 -0.839
H -0.078 1.383 3.244 -0.23 -0.33 0.27 0.199
H 0.724 -0.265 3.459 -0.72 -0.36 0.07 0.193
H 1.653 1.172 3.360 -0.18 0.06 0.21 0.189
H 1.288 -0.223 1.283 -0.07 -0.05 -0.28 0.375
H -0.774 -0.107 0.475 -0.40 0.09 -0.09 0.178
H -1.130 1.325 1.422 0.05 0.24 -0.01 0.190
H 0.519 2.521 -0.432 -0.19 0.11 0.99 0.172
H -2.194 2.189 -0.261 -0.22 0.27 -0.20 0.379
H -1.624 2.589 -1.815 0.16 0.14 0.07 0.380
H 1.412 0.440 -1.076 0.12 0.03 -0.12 0.202
H 1.037 1.497 -2.333 -0.57 0.16 -0.31 0.208
H -1.259 -0.323 -1.960 -0.19 0.21 0.25 0.193
H 0.238 -1.212 -1.698 -0.14 -0.47 -0.20 0.171
H 0.140 0.470 -4.050 -0.16 0.02 -0.03 0.351
H -0.768 -0.899 -4.098 -0.01 0.02 -0.07 0.358
O 3.567 -0.740 -0.042 0.00 -0.02 -0.05 -0.998
H 4.024 -0.799 -0.886 -0.02 -0.06 -0.02 0.483
H 3.467 0.220 0.117 0.26 -0.05 0.08 0.509
O 1.963 -2.929 0.515 -1.61 0.19 -1.02 -1.023
H 1.996 -3.635 1.152 0.99 0.27 0.42 0.483
H 2.659 -2.263 0.426 0.53 -0.26 0.62 0.524
O 3.283 2.000 0.427 0.26 -0.19 -0.75 -0.986
H 3.679 2.393 1.204 -0.15 0.01 0.27 0.481
H 2.374 1.722 0.636 -0.34 0.20 0.69 0.504
O -4.334 1.138 0.141 -0.21 0.76 -0.06 -0.944
H -3.700 1.068 0.854 0.09 -0.15 0.26 0.463
H -4.554 0.223 -0.012 0.03 -0.50 -0.11 0.483
O -3.464 -1.443 1.029 0.18 -0.34 0.14 -0.980
H -3.983 -2.214 0.774 -0.12 0.08 0.01 0.469
H -2.583 -1.841 1.152 -0.21 0.11 -0.13 0.501
O -1.066 -2.894 0.720 -0.10 0.34 0.07 -0.969
H -0.388 -2.250 0.482 0.21 -0.21 -0.06 0.493
H -0.621 -3.737 0.634 0.09 -0.17 -0.04 0.487

Which HOMO-LUMO gap belongs to each record? In order, 10.57; 8.40; 9.42; 8.93 eV.